Model one:
The following is a quantum chemistry calculation of a 2-piece molecular cluster, CH4O2S overall, from OMol25.

```
8
Properties=species:S:1:pos:R:3
S -0.87823 -0.19225 -1.49274
H 0.58571 -1.59227 0.74417
H -1.51760 -1.21825 -1.16975
H -0.36997 1.13499 1.73872
H 1.85629 0.33213 -0.74168
C -0.03229 0.06774 0.08492
O -0.81971 0.69832 1.00757
O 1.17580 0.76960 -0.17121
```

HOMO energy = -8.90 eV
frontier orbital gap = 9.077 eV

Model two:
The following is a quantum chemistry calculation of a 2-piece molecular cluster, CH4O2S overall, from OMol25.

```
8
Properties=species:S:1:pos:R:3
C 0.46206 -0.45819 0.02450
O -0.53683 0.52089 2.36589
H 0.47819 -1.47874 0.22026
S -1.01522 -0.02242 1.13940
H -1.46768 2.02433 0.14292
H 0.46682 -0.11708 -1.06661
H 1.49976 -0.02881 0.38462
O -2.15432 -0.91778 1.24495
```

HOMO energy (alpha / beta) = -10.44 / -9.33 eV
frontier orbital gap (alpha / beta) = 9.111 / 8.304 eV

model one wins, 1.317 eV ahead of the next structure.